# 1
The following is a quantum chemistry calculation of a structure of composition C17H45FGaN12O10 in a non-equilibrium geometry, from OMol25.

Computed properties:
LUMO energy ... 1.97 eV
DFT total energy ... -4109.13467 a.u.
Gap between HOMO and LUMO ... 5.863 eV

The geometry in ORCA input format:
```
! wB97M-V def2-TZVPD RIJCOSX def2/J DEFGRID3
* xyz -1 1
C -0.9171 0.4646 3.9685
C -1.1605 1.7619 3.2355
F -0.9968 2.7939 4.2350
C -0.2412 2.0395 2.0822
Ga 0.2947 0.4357 0.8694
C 2.3372 0.2890 1.0334
C 2.9249 -0.6413 -0.0363
C 3.1175 -2.0858 0.5008
C 2.5498 -3.0381 -0.5125
O 2.5685 -4.4215 -0.0340
C 1.4757 -5.0712 -0.4809
O 0.6338 -5.5277 0.2721
C -0.0655 1.0183 -1.0761
C -1.5043 0.9999 -1.6039
C -2.1952 -0.3193 -1.6091
O -1.8254 -1.3826 -1.1711
O -3.4133 -0.2474 -2.2769
H -1.3172 -0.3789 3.4190
H 0.1334 0.2997 4.1887
H -1.4552 0.5056 4.9198
H -2.2072 1.8126 2.9385
H 0.6468 2.5446 2.4651
H -0.7265 2.7656 1.4202
H -0.3572 -0.9521 1.2909
H 2.6835 1.3048 0.8464
H 2.6185 -0.0067 2.0436
H 3.8786 -0.2497 -0.3947
H 2.2399 -0.7067 -0.8831
H 2.5883 -2.1603 1.4408
H 4.1847 -2.2517 0.6434
H 1.5099 -2.7434 -0.6619
H 3.0589 -2.9427 -1.4720
H 1.4245 -5.1761 -1.5715
H 0.5503 0.4768 -1.7917
H 0.2520 2.0624 -1.1223
H -2.1031 1.7557 -1.0956
H -1.5101 1.2944 -2.6619
H -3.8678 -1.0739 -2.0881
C -0.7145 -7.5524 -2.1795
O 0.4828 -7.7439 -2.0661
N -1.4727 -8.1608 -3.1517
N -1.3814 -6.7072 -1.3444
H -2.4562 -8.0104 -3.2603
H -0.9996 -8.7822 -3.7780
H -0.8280 -6.2424 -0.6351
H -2.3620 -6.5167 -1.4120
C 3.4501 4.5555 0.6759
O 3.3771 3.3626 0.4646
N 4.6188 5.1766 1.0381
N 2.3595 5.3811 0.5873
H 4.6859 6.1559 1.2366
H 5.4328 4.5998 1.1215
H 1.4870 4.9590 0.3250
H 2.3912 6.3647 0.7763
C 0.8891 -3.4389 3.7531
O 1.1113 -2.4818 3.0444
N 1.3364 -3.5162 5.0553
N 0.1810 -4.5252 3.3166
H 1.1652 -4.2979 5.6561
H 1.8596 -2.7358 5.4014
H -0.1262 -4.5106 2.3611
H -0.0055 -5.3307 3.8798
C -7.2381 1.7343 -3.6197
O -8.2582 2.3453 -3.3458
N -6.2518 1.4840 -2.7146
N -7.0019 1.2434 -4.8805
H -5.4077 0.9794 -2.9281
H -6.3834 1.8253 -1.7819
H -7.7045 1.4073 -5.5743
H -6.1731 0.7396 -5.1296
C -0.4498 1.4382 -5.5834
O -0.3328 0.9474 -4.4805
N 0.5207 2.2303 -6.1403
N -1.5653 1.2432 -6.3605
H 0.4460 2.6485 -7.0465
H 1.3439 2.3915 -5.5910
H -2.2905 0.6697 -5.9746
H -1.6856 1.6403 -7.2714
C 2.3570 5.6509 4.5088
O 2.5751 6.6768 3.8763
N 2.5994 5.5713 5.8581
N 1.8643 4.5226 3.9397
H 2.4294 4.7471 6.4004
H 2.9628 6.3882 6.3075
H 1.6746 4.5505 2.9541
H 1.6799 3.6751 4.4419
*
```

How is the electron density shared among the atoms? According to Löwdin, the charges in e are: -0.096, -0.456, -0.122, -0.206, 0.452, -0.259, -0.282, -0.181, -0.178, -0.030, -0.312, 0.047, -0.241, -0.217, -0.501, 0.081, 0.027, 0.049, 0.076, 0.067, 0.121, 0.028, 0.037, -0.028, 0.003, 0.037, 0.093, 0.067, 0.074, 0.110, 0.125, 0.127, 0.149, 0.037, 0.042, 0.115, 0.080, 0.097, -0.684, 0.017, 0.136, 0.160, 0.082, 0.091, 0.056, 0.091, -0.681, 0.038, 0.151, 0.152, 0.086, 0.096, 0.103, 0.090, -0.659, 0.020, 0.138, 0.159, 0.077, 0.093, 0.083, 0.084, -0.690, 0.011, 0.162, 0.138, 0.070, 0.106, 0.094, 0.085, -0.664, 0.051, 0.146, 0.145, 0.084, 0.104, 0.096, 0.084, -0.683, -0.013, 0.138, 0.181, 0.088, 0.090, 0.075, 0.095

# 2
The following is a quantum chemistry calculation of a structure of composition C17H45N5O18P2 in a non-equilibrium geometry, from OMol25.

Computed properties:
LUMO energy ... -1.05 eV
DFT total energy ... -2983.86032 a.u.
Gap between HOMO and LUMO ... 5.739 eV

The geometry in ORCA input format:
```
! wB97M-V def2-TZVPD RIJCOSX def2/J DEFGRID3
* xyz 0 1
C 0.0272 6.3882 -1.6468
C 1.0196 5.7654 -0.6672
O 0.7580 4.4730 -0.3469
P -0.1738 4.0896 1.0018
O -1.5953 4.5304 0.9179
O 0.6940 4.5900 2.3406
C 2.0192 4.1038 2.7271
C 1.8723 3.1940 3.9310
O -0.0063 2.4372 1.0075
C -1.0755 1.5604 1.0618
C -1.4538 1.2498 2.5481
H 0.2626 7.4444 -1.7773
H -0.1361 5.9684 -2.6394
H -0.9667 6.3883 -1.1993
H 2.0365 5.8435 -1.0519
H 0.9205 6.4304 0.1907
H 2.7606 3.8446 1.9714
H 2.3748 5.0322 3.1740
H 1.8073 2.1381 3.6682
H 2.6542 3.4156 4.6575
H 0.9570 3.4584 4.4604
H -1.9721 1.9837 0.6090
H -0.6946 0.6314 0.6375
H -1.9660 2.0804 3.0339
H -2.0381 0.3538 2.7575
H -0.5718 1.1050 3.1719
C 0.9455 0.6169 -2.9866
C 0.9732 0.0286 -1.5199
O 0.5674 -1.3037 -1.6152
P 1.5837 -2.5546 -1.1668
O 3.0544 -2.5058 -1.4315
O 1.1076 -2.7139 0.3867
C 1.8658 -3.5959 1.2461
C 0.8419 -4.4324 2.0453
O 0.9233 -3.8593 -1.7988
C 0.9077 -4.1116 -3.2193
C 0.3518 -5.5197 -3.3944
H 1.2167 1.6707 -3.0491
H 1.6543 0.0242 -3.5649
H -0.1029 0.5778 -3.2825
H 1.9656 0.3474 -1.2014
H 0.2781 0.5064 -0.8295
H 2.2878 -4.3680 0.6029
H 2.6520 -3.0998 1.8152
H 0.4317 -3.9447 2.9295
H 0.0526 -4.7687 1.3729
H 1.3290 -5.3621 2.3394
H 0.2677 -3.3796 -3.7119
H 1.8461 -4.0354 -3.7687
H -0.0265 -6.0687 -2.5321
H -0.4995 -5.4269 -4.0688
H 1.0807 -6.2440 -3.7580
C -1.5818 -2.9599 -0.7373
N -2.6280 -3.5173 -1.7314
O -2.3378 -3.8027 -2.9402
O -3.6675 -3.9782 -1.3041
H -1.1534 -3.9563 -0.6290
H -2.0514 -2.5034 0.1341
H -0.8813 -2.4030 -1.3596
C -0.3702 -1.7083 1.0637
N -1.2744 -0.5653 1.0252
O -1.8090 -0.2470 -0.0535
O -1.4653 0.0101 2.0637
H -0.7698 -2.5133 1.6803
H 0.6619 -1.4335 1.2814
H -0.2954 -2.0695 0.0380
C -3.5933 -0.3400 1.1687
N -3.8668 1.0634 0.6441
O -4.0267 1.9547 1.5057
O -3.7881 1.1533 -0.6106
H -2.5427 -0.4304 1.4446
H -3.9605 -1.1514 0.5404
H -4.2498 -0.3666 2.0385
C 3.6858 -1.0582 0.9188
N 2.2950 -0.5997 1.0344
O 1.8331 0.3342 0.3841
O 1.6272 -1.2518 1.8663
H 3.6116 -2.1252 0.7089
H 4.2220 -1.0819 1.8675
H 4.2209 -0.3657 0.2691
C -1.6519 1.3590 -1.1649
N -1.4067 1.8731 -2.5179
O -1.3097 3.0981 -2.7559
O -1.3547 1.0781 -3.5204
H -1.7001 2.1594 -0.4265
H -0.9188 0.5730 -0.9837
H -2.5719 0.7954 -1.3199
*
```

How is the electron density shared among the atoms? According to Löwdin, the charges in e are: -0.070, -0.342, -0.181, 0.636, -0.209, -0.215, -0.242, -0.077, -0.121, -0.240, -0.041, 0.074, 0.076, 0.072, 0.121, 0.112, 0.126, 0.113, 0.062, 0.078, 0.081, 0.084, 0.073, 0.213, 0.081, 0.166, -0.010, -0.282, -0.164, 0.577, -0.215, -0.371, -0.200, -0.037, -0.194, -0.230, -0.070, 0.086, 0.084, -0.030, 0.114, 0.077, 0.123, 0.110, 0.080, 0.083, 0.082, 0.114, 0.120, 0.078, 0.072, 0.071, 0.033, -0.354, 0.010, 0.048, 0.116, 0.099, 0.076, -0.028, -0.431, -0.250, -0.001, 0.132, -0.077, 0.038, 0.057, -0.297, 0.046, 0.044, -0.016, 0.124, 0.111, 0.055, -0.298, 0.037, 0.007, 0.066, 0.111, 0.120, -0.068, -0.298, 0.057, -0.012, 0.080, 0.068, 0.098

# 3
The following is a quantum chemistry calculation of a structure of composition C17H46CuGeSbSi3, from OMol25.

Computed properties:
LUMO energy ... -7.41 eV
DFT total energy ... -5500.96697 a.u.
Gap between HOMO and LUMO ... 7.682 eV

The geometry in ORCA input format:
```
! wB97M-V def2-TZVPD RIJCOSX def2/J DEFGRID3
* xyz 2 1
Cu -0.7719 0.9184 0.5603
C -1.3004 -4.5241 3.5775
C -1.9856 -3.2987 2.9856
C -1.6789 -3.0768 1.5045
C -0.2134 -2.7501 1.2189
Ge 0.4180 -0.9999 1.7984
C -0.5607 0.1510 3.0706
C -2.0056 0.5126 2.6713
C -2.7850 1.2011 3.7895
C -2.1916 2.5353 4.2156
H -1.6302 -4.6923 4.6008
H -0.2136 -4.4282 3.6047
H -1.5428 -5.4173 3.0010
H -1.7096 -2.4061 3.5634
H -3.0662 -3.4000 3.0996
H -2.3240 -2.2845 1.1117
H -1.9410 -3.9783 0.9454
H 0.0301 -2.8368 0.1615
H 0.4520 -3.4500 1.7409
H 1.9257 -0.7741 1.7411
H 0.0421 1.0383 3.2676
H -0.5804 -0.4295 4.0007
H -2.5442 -0.3732 2.3325
H -2.0463 1.2649 1.8228
H -2.8162 0.5072 4.6329
H -3.8167 1.3368 3.4621
H -1.2195 2.4209 4.6949
H -2.8445 3.0304 4.9304
H -2.0763 3.2071 3.3607
C 2.6780 -2.3590 -0.8539
Si 2.9971 -0.5615 -1.2580
C 4.0002 0.3325 0.0427
C 3.6277 -0.3155 -2.9962
Sb 0.6725 0.6868 -1.3563
Si 0.9925 3.2990 -1.5692
C 2.0404 3.4855 -3.1021
C -0.7235 4.0155 -1.7393
C 1.8532 3.8124 0.0075
Si -1.0842 -0.4460 -2.9519
C -1.4754 -2.0855 -2.1433
C -0.2031 -0.6216 -4.5886
C -2.5496 0.7094 -3.0101
H 3.6318 -2.8922 -0.8410
H 2.0454 -2.8418 -1.6006
H 2.2318 -2.4854 0.1275
H 4.9911 -0.1236 0.1061
H 3.5496 0.2773 1.0329
H 4.1425 1.3824 -0.2142
H 4.6120 -0.7794 -3.0960
H 3.7397 0.7409 -3.2411
H 2.9734 -0.7758 -3.7370
H 1.6204 2.9540 -3.9560
H 3.0593 3.1330 -2.9383
H 2.0993 4.5429 -3.3723
H -1.2148 3.6846 -2.6537
H -0.6484 5.1046 -1.7842
H -1.3683 3.7713 -0.8929
H 2.8047 3.2985 0.1412
H 1.2373 3.6329 0.8903
H 2.0617 4.8842 -0.0317
H -0.5827 -2.7011 -2.0224
H -2.1754 -2.6425 -2.7703
H -1.9441 -1.9514 -1.1674
H 0.5872 -1.3719 -4.5413
H 0.2330 0.3204 -4.9211
H -0.9125 -0.9416 -5.3555
H -2.9700 0.9079 -2.0226
H -3.3385 0.2542 -3.6132
H -2.2943 1.6616 -3.4741
*
```

How is the electron density shared among the atoms? According to Löwdin, the charges in e are: 0.111, -0.089, -0.264, -0.278, -0.321, 1.076, -0.340, -0.303, -0.239, -0.086, 0.084, 0.068, 0.088, 0.085, 0.120, 0.084, 0.126, 0.032, 0.079, -0.039, 0.074, 0.091, 0.101, 0.077, 0.125, 0.123, 0.076, 0.088, 0.079, -0.205, 0.374, -0.206, -0.202, 0.980, 0.381, -0.206, -0.205, -0.203, 0.374, -0.206, -0.207, -0.206, 0.057, 0.039, -0.022, 0.054, 0.002, 0.026, 0.054, 0.026, 0.028, 0.035, 0.031, 0.052, 0.028, 0.052, 0.027, 0.021, 0.028, 0.053, 0.025, 0.056, 0.013, 0.031, 0.034, 0.051, 0.029, 0.051, 0.028

# 4
The following is a quantum chemistry calculation of a cluster of 5 separate species, C17H46N2O7 in total in a non-equilibrium geometry, from OMol25.

Computed properties:
LUMO energy ... 0.54 eV
DFT total energy ... -1311.27752 a.u.
Gap between HOMO and LUMO ... 8.476 eV
Relative energy (zero: lowest compared OMol25 entry of this formula, charge and spin) ... 1.94 kcal per mole
SMILES ... COCCNCCOC.COCCNCCOC.CCO.CCO.CO

The geometry in ORCA input format:
```
! wB97M-V def2-TZVPD RIJCOSX def2/J DEFGRID3
* xyz 0 1
C 6.0595 -3.0297 5.8178
O 5.4678 -3.4915 4.6084
C 4.2026 -2.8869 4.2749
C 3.4285 -3.7842 3.2864
N 2.0622 -3.3466 3.2161
C 1.8956 -1.9392 2.8033
C 0.4194 -1.5386 2.6182
O -0.2710 -1.5752 3.9057
C -1.5257 -0.7236 3.8880
H 7.0973 -3.3547 5.8924
H 5.6252 -3.2477 6.7935
H 6.2093 -1.9501 5.8088
H 4.3780 -1.9472 3.7512
H 3.6317 -2.6337 5.1683
H 3.6047 -4.8004 3.6393
H 3.8722 -3.6540 2.2993
H 1.3132 -3.6593 3.8172
H 2.4707 -1.7569 1.8955
H 2.3564 -1.3402 3.5888
H -0.1980 -2.2333 2.0488
H 0.2928 -0.5334 2.2161
H -2.1644 -1.2946 3.2142
H -1.2857 0.1839 3.3340
H -1.9518 -0.6780 4.8902
C -5.6997 3.3190 -4.0619
O -4.7083 2.3447 -4.2973
C -5.1616 1.0294 -3.8496
C -4.4286 -0.1184 -4.5635
N -2.9317 -0.1910 -4.4103
C -2.2853 -1.2876 -5.0998
C -0.8375 -0.9289 -4.9766
O -0.4201 0.1921 -5.7432
C 1.0108 0.1604 -6.0024
H -6.7207 2.9610 -4.1940
H -5.5786 4.2081 -4.6807
H -5.5997 3.7936 -3.0857
H -6.1965 0.8098 -4.1123
H -5.0941 0.8928 -2.7703
H -4.8347 0.0712 -5.5571
H -4.9803 -0.9897 -4.2108
H -2.6922 0.6770 -4.8677
H -2.6001 -1.2995 -6.1433
H -2.6530 -2.2219 -4.6756
H -0.2227 -1.7877 -5.2460
H -0.5565 -0.7326 -3.9419
H 1.2671 -0.6521 -6.6822
H 1.5193 0.1757 -5.0384
H 1.2800 1.0992 -6.4865
C 2.5763 0.5432 -0.3704
O 2.4698 1.5802 0.5408
H 3.4714 -0.0752 -0.3026
H 1.7686 -0.1582 -0.1612
H 2.5002 1.0723 -1.3203
H 3.3056 2.0498 0.4902
C 0.2366 3.1382 3.5680
C 1.7469 3.2052 3.5349
O 2.2394 1.9193 3.2322
H -0.1390 2.3146 4.1751
H -0.1971 2.9746 2.5815
H -0.1530 4.0550 4.0105
H 2.3233 3.7957 4.2470
H 1.9165 3.8710 2.6887
H 2.0915 1.7669 2.2959
C -1.2706 1.5512 0.0939
C -1.5322 1.3616 -1.4186
O -2.3856 0.2742 -1.4390
H -0.7666 0.6841 0.5209
H -2.1546 1.7179 0.7094
H -0.7981 2.5240 0.2302
H -0.5492 1.1577 -1.8431
H -1.9964 2.2791 -1.7804
H -2.5693 0.0878 -2.3626
*
```

How is the electron density shared among the atoms? According to Löwdin, the charges in e are: -0.130, -0.186, -0.216, -0.204, -0.078, -0.186, -0.190, -0.235, -0.033, 0.079, 0.082, 0.079, 0.109, 0.125, 0.120, 0.114, 0.113, 0.109, 0.103, 0.121, 0.083, 0.076, 0.058, 0.085, -0.132, -0.172, -0.210, -0.181, -0.060, -0.195, -0.249, -0.193, -0.076, 0.084, 0.082, 0.082, 0.111, 0.118, 0.114, 0.119, 0.109, 0.121, 0.129, 0.115, 0.117, 0.088, 0.083, 0.084, -0.155, -0.126, 0.085, 0.077, 0.086, 0.101, -0.085, -0.324, -0.089, 0.065, 0.056, 0.072, 0.112, 0.097, 0.020, -0.095, -0.329, -0.084, 0.053, 0.072, 0.064, 0.099, 0.113, 0.029

Which formula does entry 4 have? C17H46N2O7